# 1
Density functional theory data (the ωB97M-V functional and the def2-TZVPD basis) for C6H14O2 in the gas phase at a distorted geometry.

As for the SMILES: C[C@@H](CO)C(C)(C)O. As for the charge: 0. For the LUMO energy, the calculation gives 0.83 eV. Its HOMO-LUMO gap is 10.6 eV. The calculation puts the total energy at -10543.6935 eV.

Last column: Mulliken charge in e.
Atoms and positions in Å:
C: 0.652 0.561 -0.174  1.159
C: -0.496 -0.430 -0.389  0.378
C: -1.903 0.331 -0.251  -0.822
C: 0.763 1.094 1.256  -1.673
C: -0.471 -1.671 0.512  -1.578
C: 2.021 -0.152 -0.618  -1.622
O: 0.478 1.669 -1.054  -0.616
O: -2.989 -0.588 -0.299  -0.537
H: 1.207 2.296 -0.902  0.357
H: -2.927 -1.068 -1.140  0.346
H: -0.464 -0.773 -1.432  0.514
H: -2.027 1.051 -1.067  0.337
H: -1.975 0.871 0.697  0.324
H: 0.088 1.942 1.414  0.387
H: 0.545 0.331 2.006  0.322
H: 1.774 1.468 1.452  0.452
H: -1.208 -1.610 1.319  0.342
H: -0.701 -2.564 -0.079  0.339
H: 0.497 -1.841 0.989  0.427
H: 2.209 -1.128 -0.166  0.335
H: 2.045 -0.266 -1.708  0.382
H: 2.882 0.477 -0.365  0.446

=====

# 2
Density functional theory data (the ωB97M-V functional and the def2-TZVPD basis) for 2 unconnected molecules or ions with the total composition C6H14O2.

As for the SMILES: C=C(C)C.CC(O)O. As for the charge: 0. For the LUMO energy, the calculation gives 0.81 eV. Its HOMO-LUMO gap is 10.2 eV. The calculation puts the total energy at -10543.3580 eV.

Last column: Mulliken charge in e.
Atoms and positions in Å:
C: -0.675 -1.641 -0.565  1.043
C: -0.353 -1.734 0.929  -0.996
O: -2.054 -1.857 -0.723  -0.572
O: 0.073 -2.535 -1.343  -0.600
H: -2.280 -1.776 -1.657  0.320
H: -0.099 -3.434 -1.033  0.340
H: -0.412 -0.660 -0.961  -0.393
H: 0.547 -2.327 1.078  0.284
H: -0.203 -0.745 1.349  0.174
H: -1.188 -2.212 1.440  0.369
C: 1.427 1.774 1.182  -1.348
C: 0.822 1.313 -1.216  -1.476
C: 0.332 1.578 0.175  1.018
C: -0.951 1.652 0.500  -0.917
H: 2.030 0.869 1.262  0.313
H: 2.080 2.576 0.860  0.422
H: 1.468 2.128 -1.538  0.435
H: 1.416 0.402 -1.253  0.344
H: 0.000 1.240 -1.925  0.328
H: 1.028 2.019 2.160  0.324
H: -1.271 1.857 1.506  0.311
H: -1.734 1.511 -0.224  0.279

=====

# 3
Density functional theory data (the ωB97M-V functional and the def2-TZVPD basis) for a molecular structure, C6H14O2 at a distorted geometry.

As for the charge: 0. For the LUMO energy, the calculation gives 0.72 eV. Its HOMO-LUMO gap is 9.2 eV. The calculation puts the total energy at -10541.7331 eV.

Last column: Mulliken charge in e.
Atoms and positions in Å:
C: 0.081 -0.603 -0.733  1.642
C: 0.134 1.496 0.655  0.123
C: 0.594 0.730 -0.935  -0.936
C: -1.405 -0.836 -0.633  -1.650
C: 0.924 -1.600 0.023  -1.593
C: 0.366 0.804 1.978  -1.238
O: -1.165 2.022 0.539  -0.554
O: 0.554 -0.903 -2.447  -0.676
H: -1.805 1.382 0.879  0.365
H: -0.124 -0.551 -3.044  0.272
H: 0.810 2.348 0.569  0.383
H: 1.678 0.803 -0.989  0.396
H: 0.037 1.361 -1.624  0.348
H: -1.742 -0.856 0.409  0.312
H: -1.971 -0.083 -1.183  0.353
H: 0.548 -1.794 1.030  0.325
H: 1.971 -1.295 0.079  0.326
H: 0.901 -2.549 -0.519  0.428
H: -1.646 -1.812 -1.062  0.424
H: 1.378 0.402 2.046  0.322
H: 0.244 1.522 2.798  0.394
H: -0.364 0.011 2.163  0.234

=====

# 4
Density functional theory data (the ωB97M-V functional and the def2-TZVPD basis) for 2 unconnected molecules or ions with the total composition C6H14O2 at a distorted geometry.

As for the SMILES: CC(C)CCC=O.O. As for the charge: 0. For the LUMO energy, the calculation gives 0.83 eV. Its HOMO-LUMO gap is 10.9 eV. The calculation puts the total energy at -10543.2365 eV.

Last column: Mulliken charge in e.
Atoms and positions in Å:
O: 1.908 -1.372 -0.258  -0.499
C: 1.459 -1.124 -1.345  0.000
C: 0.245 -0.346 -1.750  -0.763
C: -0.624 0.529 -0.824  -1.176
C: -1.370 -0.190 0.332  0.908
C: -2.343 0.872 0.909  -1.489
C: -0.501 -0.747 1.472  -1.545
H: 1.894 -1.643 -2.224  0.351
H: -0.422 -1.095 -2.186  0.359
H: 0.592 0.281 -2.575  0.372
H: -0.010 1.372 -0.496  0.613
H: -1.425 0.953 -1.439  0.391
H: -1.910 -0.961 -0.207  0.382
H: -2.035 1.872 0.596  0.374
H: -2.380 0.816 1.997  0.400
H: -3.352 0.749 0.512  0.333
H: -0.400 0.051 2.204  0.388
H: -1.031 -1.519 2.034  0.363
H: 0.436 -1.118 1.089  0.296
H: 1.668 1.041 0.524  0.331
H: 0.863 1.613 1.667  0.314
O: 1.387 1.884 0.905  -0.703

=====

# 5
Density functional theory data (the ωB97M-V functional and the def2-TZVPD basis) for C6H14O2Si in the gas phase at a distorted geometry.

As for the SMILES: CC(=O)OC[Si](C)(C)C. As for the charge: 0. For the LUMO energy, the calculation gives 0.83 eV. Its HOMO-LUMO gap is 10.3 eV. The calculation puts the total energy at -18421.6360 eV.

Last column: Mulliken charge in e.
Atoms and positions in Å:
O: 1.345 1.811 1.153  -0.496
O: 0.005 -0.067 1.707  -0.359
C: 1.043 0.846 1.808  0.654
C: 1.862 0.646 3.060  -1.100
C: -0.286 1.300 -2.017  -1.026
C: 0.929 -1.463 -1.053  -0.887
C: -2.154 -1.324 -1.536  -1.045
C: -0.900 0.273 0.757  -0.568
Si: -0.599 -0.318 -1.070  0.412
H: 2.944 0.703 2.822  0.301
H: 1.576 1.432 3.788  0.275
H: 1.619 -0.287 3.500  0.338
H: 0.221 1.214 -2.989  0.365
H: 0.236 2.026 -1.319  0.274
H: -1.212 1.884 -2.329  0.303
H: 1.781 -1.214 -0.370  0.314
H: 1.353 -1.545 -2.092  0.294
H: 0.416 -2.431 -0.786  0.217
H: -2.144 -2.211 -0.887  0.306
H: -3.173 -0.880 -1.461  0.328
H: -1.925 -1.387 -2.578  0.290
H: -1.752 -0.320 1.065  0.363
H: -1.185 1.312 0.826  0.446

=====

# 6
Density functional theory data (the ωB97M-V functional and the def2-TZVPD basis) for a molecular structure, C6H14O3Sn at a distorted geometry.

As for the charge: +2. For the LUMO energy, the calculation gives -12.41 eV. Its HOMO-LUMO gap is 2.1 eV. The calculation puts the total energy at -18397.9294 eV.

Last column: Mulliken charge in e.
Atoms and positions in Å:
Sn: 1.431 -4.289 -4.511  1.462
C: 2.176 1.175 -3.142  -0.721
O: 1.590 0.424 -2.137  -0.214
C: 1.776 0.918 -0.784  -0.477
C: 1.364 -0.144 0.187  -0.406
O: 0.186 -0.779 -0.265  -0.299
C: -1.020 -0.046 0.094  -0.277
C: -1.375 -0.334 1.613  -0.467
O: -2.784 -0.055 1.859  -0.300
C: -3.217 -0.566 3.131  -0.644
H: 1.713 2.161 -3.142  0.324
H: 2.124 0.634 -4.088  0.205
H: 3.247 1.333 -3.022  0.338
H: 1.206 1.837 -0.643  0.310
H: 2.822 1.121 -0.552  0.442
H: 1.222 0.239 1.198  0.292
H: 2.020 -1.009 0.283  0.294
H: -1.797 -0.477 -0.538  0.317
H: -0.961 1.037 -0.016  0.229
H: -0.769 0.294 2.267  0.318
H: -1.185 -1.389 1.814  0.394
H: -2.412 -0.256 3.797  0.302
H: -3.200 -1.655 3.075  0.297
H: -4.156 -0.177 3.524  0.281

=====

# 7
Density functional theory data (the ωB97M-V functional and the def2-TZVPD basis) for 2 unconnected molecules or ions with the total composition C6H14OS.

As for the SMILES: CCC=O.CCSC. As for the charge: 0. For the LUMO energy, the calculation gives 0.89 eV. Its HOMO-LUMO gap is 9.6 eV. The calculation puts the total energy at -19331.3243 eV.

Last column: Mulliken charge in e.
Atoms and positions in Å:
O: 0.589 -2.076 3.504  -0.473
C: 0.246 -2.104 2.359  -0.033
C: 1.176 -1.892 1.193  0.029
C: 0.613 -2.465 -0.112  -1.188
H: -0.834 -2.218 2.107  0.333
H: 2.127 -2.352 1.471  0.271
H: 1.323 -0.815 1.095  0.108
H: 0.360 -3.522 -0.013  0.404
H: 1.331 -2.333 -0.922  0.296
H: -0.306 -1.936 -0.385  0.255
C: 0.159 0.718 -2.343  -1.075
C: -0.735 1.459 -1.370  -0.431
S: 0.240 2.023 0.041  -0.089
C: -0.999 3.047 0.864  -0.858
H: -0.403 0.400 -3.212  0.355
H: 0.611 -0.164 -1.885  0.121
H: 0.972 1.360 -2.680  0.365
H: -1.548 0.832 -1.007  0.331
H: -1.190 2.326 -1.852  0.409
H: -1.086 4.008 0.371  0.285
H: -1.958 2.524 0.879  0.257
H: -0.687 3.179 1.897  0.328

=====

# 8
Density functional theory data (the ωB97M-V functional and the def2-TZVPD basis) for 2 unconnected molecules or ions with the total composition C6H14P at a distorted geometry.

As for the charge: +1. For the LUMO energy (spin up / spin down), the calculation gives -4.33 / -5.18 eV. Its HOMO-LUMO gap (spin up / spin down) is 9.2 / 9.2 eV. The calculation puts the total energy at -15725.0077 eV.

Last column: Mulliken charge in e.
Atoms and positions in Å:
C: 0.206 0.337 -1.309  -0.805
C: 0.926 0.188 -0.041  1.189
C: 1.538 -1.219 0.099  -1.556
C: 1.864 1.240 0.340  -1.207
C: -1.830 1.502 0.925  -1.057
C: -1.673 -1.546 0.077  -1.124
P: -0.862 0.122 0.179  0.602
H: 0.299 1.065 -2.104  0.393
H: -0.214 -1.224 -2.936  0.109
H: 2.062 -1.359 1.121  0.319
H: 2.387 -1.168 -0.707  0.359
H: 0.871 -1.947 -0.282  0.503
H: 2.418 0.896 1.227  0.364
H: 1.145 2.073 0.587  0.291
H: 2.602 1.479 -0.357  0.370
H: -1.486 2.521 0.739  0.377
H: -2.258 1.244 1.858  0.395
H: -2.695 1.475 0.262  0.375
H: -2.707 -1.532 0.469  0.371
H: -1.030 -2.285 0.775  0.356
H: -1.560 -1.862 -0.922  0.373

=====

# 9
Density functional theory data (the ωB97M-V functional and the def2-TZVPD basis) for 2 unconnected molecules or ions with the total composition C6H14S at a distorted geometry.

As for the charge: 0. For the LUMO energy, the calculation gives 0.81 eV. Its HOMO-LUMO gap is 7.8 eV. The calculation puts the total energy at -17278.8335 eV.

Last column: Mulliken charge in e.
Atoms and positions in Å:
C: 2.254 -0.547 -0.616  -0.901
C: -0.683 -0.821 -0.146  0.414
C: -0.458 -2.049 -0.587  -1.084
C: -1.811 -0.242 1.873  -1.055
C: 0.559 1.357 -1.539  -0.931
C: -1.928 -0.203 0.327  -0.515
S: 0.925 0.284 -0.051  0.214
H: 2.446 -0.932 -1.623  0.319
H: 2.822 -1.006 0.220  0.222
H: -1.192 -2.758 -0.427  0.326
H: 0.400 -2.453 -1.048  0.367
H: 2.967 2.884 1.275  0.186
H: -1.098 0.473 2.108  0.353
H: -1.590 -1.345 2.304  0.242
H: -2.652 0.274 2.287  0.409
H: -0.386 1.681 -1.466  0.405
H: 1.157 2.193 -1.570  0.380
H: 0.719 0.794 -2.555  0.256
H: -2.729 -0.972 0.164  0.293
H: -1.964 0.708 -0.128  0.301
H: 2.243 2.680 1.198  -0.202

=====

# 10
Density functional theory data (the ωB97M-V functional and the def2-TZVPD basis) for C6H14S3 in the gas phase at a distorted geometry.

As for the SMILES: CC(C)C(S)(S)[C@@H](C)S. As for the charge: 0. For the LUMO energy, the calculation gives 0.48 eV. Its HOMO-LUMO gap is 9.4 eV. The calculation puts the total energy at -38952.8538 eV.

Last column: Mulliken charge in e.
Atoms and positions in Å:
C: -1.354 1.731 0.411  -1.390
C: -1.923 0.262 -1.651  -1.722
C: 2.131 -1.282 0.897  -1.280
C: -0.865 0.627 -0.597  0.382
C: 1.301 -0.062 0.688  -0.501
C: -0.108 -0.639 -0.112  0.289
S: 2.509 1.044 -0.216  -0.169
S: 0.436 -1.639 -1.557  -0.195
S: -1.137 -1.570 0.996  -0.095
H: -2.281 1.430 0.747  0.387
H: -0.587 1.824 1.139  0.406
H: -1.469 2.737 -0.131  0.299
H: -1.579 -0.407 -2.315  0.553
H: -2.095 1.199 -2.150  0.448
H: -2.765 -0.245 -1.115  0.321
H: 2.592 -1.672 -0.012  0.451
H: 1.561 -2.200 1.392  0.225
H: 3.102 -0.974 1.528  0.324
H: -0.234 1.231 -1.260  0.268
H: 1.042 0.358 1.659  0.495
H: 2.645 2.019 0.754  0.157
H: -0.278 -2.747 -1.214  0.196
H: -0.644 -1.022 2.120  0.149

=====

# 11
Density functional theory data (the ωB97M-V functional and the def2-TZVPD basis) for 3 unconnected molecules or ions with the total composition C6H15BrO3P at a distorted geometry.

As for the charge: +1. For the LUMO energy, the calculation gives -5.27 eV. Its HOMO-LUMO gap is 8.0 eV. The calculation puts the total energy at -91930.1612 eV.

Last column: Mulliken charge in e.
Atoms and positions in Å:
C: 0.635 -3.693 1.111  -0.928
C: -3.377 1.773 1.321  -1.092
C: 2.355 1.032 -2.123  -1.484
C: 1.608 -3.004 0.309  0.248
C: -1.962 1.181 1.353  0.017
C: 1.911 1.754 -0.900  -0.067
O: 1.758 -1.791 0.181  -0.493
O: -1.621 0.576 0.184  0.178
O: 0.597 1.623 -0.374  -0.214
P: -0.475 0.518 -0.809  0.389
Br: -4.258 -1.018 -0.544  -0.267
H: 0.010 -4.329 0.576  0.344
H: 1.194 -4.263 1.876  0.325
H: 0.078 -2.910 1.714  0.213
H: -3.796 1.561 0.410  0.284
H: -4.040 1.262 2.075  0.295
H: -3.436 2.803 1.587  0.356
H: 3.249 1.406 -2.495  0.439
H: 2.665 0.068 -1.828  0.346
H: 1.784 1.144 -2.976  0.499
H: 2.177 -3.791 -0.240  0.309
H: -5.464 -1.404 -0.198  0.232
H: -1.867 0.442 2.296  0.245
H: -1.359 2.074 1.437  0.263
H: 1.799 2.903 -1.215  0.264
H: 2.708 1.718 -0.225  0.299

=====

# 12
Density functional theory data (the ωB97M-V functional and the def2-TZVPD basis) for a molecular structure, C6H15Cl2CrO5S at a distorted geometry.

As for the charge: +2. As for the expectation value of S²: 3.784. For the LUMO energy (spin up / spin down), the calculation gives -9.26 / -8.51 eV. Its HOMO-LUMO gap (spin up / spin down) is 9.1 / 10.0 eV. The calculation puts the total energy at -80987.6390 eV. Its spin multiplicity is 4.

Last column: Mulliken charge in e.
Atoms and positions in Å:
Cr: 0.250 -0.216 0.441  0.528
Cl: 2.515 -0.386 1.063  0.042
C: 2.194 0.253 2.680  -0.250
Cl: 0.500 0.737 2.629  0.028
H: 2.842 1.111 2.895  0.389
H: 2.308 -0.541 3.424  0.389
C: -2.354 -0.239 -1.169  -0.732
O: -1.739 0.201 0.044  -0.252
C: -1.952 1.579 0.323  -0.654
C: -0.943 2.414 -0.467  -0.370
O: 0.321 1.752 -0.366  0.022
C: 1.390 2.563 -0.850  -0.835
H: -3.319 0.254 -1.301  0.383
H: -2.513 -1.316 -1.089  0.260
H: -1.706 -0.034 -2.027  0.358
H: -1.821 1.711 1.402  0.195
H: -2.975 1.875 0.059  0.433
H: -0.864 3.435 -0.070  0.458
H: -1.231 2.464 -1.526  0.434
H: 1.597 3.390 -0.160  0.332
H: 1.134 2.981 -1.827  0.359
H: 2.274 1.936 -0.955  0.290
C: 1.108 -3.982 -0.515  -0.908
S: -0.059 -2.654 -0.318  1.377
O: 0.086 -2.073 1.070  -0.335
O: -1.383 -3.043 -0.630  -0.562
O: 0.381 -1.428 -1.099  -0.508
H: 0.761 -4.803 0.108  0.414
H: 2.096 -3.654 -0.213  0.307
H: 1.103 -4.290 -1.556  0.407